[1]
Formula: C6H5NO2S
Source: OMol25
Level of theory: ωB97M-V with the def2-TZVPD basis set

The geometry in XYZ format:
```
15
Properties=species:S:1:pos:R:3:forces:R:3
C 0.81475 1.03378 1.46328 0.2 -2.2 0.4
C -0.10248 1.25251 0.42363 -1.0 4.7 3.2
C 1.13044 -0.31201 1.71222 2.9 1.0 1.3
C -0.47824 0.30045 -0.38988 -0.2 -4.0 -4.7
C -1.63537 0.74314 -2.90190 2.7 -0.7 -0.7
C 0.43831 -1.38464 1.01054 1.6 -1.5 -2.6
N 0.05629 -0.91856 -0.35150 -0.6 1.1 1.1
O 0.22960 -1.74801 -1.34453 -0.1 -0.5 -0.3
O -0.81769 0.53889 -3.76269 -1.2 0.3 1.3
S -3.14175 1.28493 -2.64673 -1.2 0.4 0.1
H 1.21887 1.78229 2.12603 0.3 0.5 -0.2
H -0.74869 2.16631 0.40848 0.7 -0.4 0.1
H 2.23310 -0.63222 2.06358 -2.4 1.0 -0.3
H 1.20767 -2.17846 0.78703 -0.8 0.4 0.2
H -0.40481 -1.92838 1.40242 -0.9 -0.1 0.9
```
Forces are in eV/Å.

HOMO-LUMO gap (spin up / spin down) = 0.130 / 0.138 Ha
Energy relative to the best compared isomer or geometry (same formula, charge and spin) = 135.2 kcal per mole
Net charge = -2
Multiplicity = 1


[2]
Formula: C23H22Cl3N5OsSe
Source: OMol25
Level of theory: ωB97M-V with the def2-TZVPD basis set

The geometry in XYZ format:
```
55
Properties=species:S:1:pos:R:3:forces:R:3
Os -0.45579 -0.61696 -0.14724 0.4 0.4 -1.3
Se 2.63575 -1.23263 -1.19597 0.3 -0.4 -0.5
N 1.60327 -0.34852 -0.01532 0.0 -0.3 0.3
C 2.40083 0.36982 0.75590 -0.1 0.5 0.4
C 1.99956 1.23132 1.82919 -0.1 -0.4 -0.4
C 2.95140 1.89877 2.49921 0.8 0.3 0.3
C 4.36986 1.78204 2.18701 -0.6 0.4 0.6
C 4.79860 0.98826 1.20353 -0.1 -0.6 -0.7
C 3.81431 0.25008 0.43747 0.0 0.3 0.4
N 4.11234 -0.54628 -0.55512 0.1 -0.1 -0.2
H 0.95888 1.34284 2.09555 0.0 0.0 0.0
H 2.65565 2.55129 3.31255 0.1 0.0 0.0
H 5.08195 2.34896 2.77217 -0.1 0.0 0.0
H 5.84594 0.87559 0.95839 0.0 0.0 0.0
Cl -4.68992 -3.60319 -1.83680 0.0 -0.4 -0.1
C -4.77008 -1.90152 -1.43977 0.9 0.2 0.3
Cl -5.82811 -1.59919 -0.08827 -0.3 0.1 0.3
Cl -5.19971 -0.93687 -2.82667 -0.1 0.2 -0.4
C -3.39377 -1.48721 -1.01953 -1.0 -0.3 -0.3
N -2.35376 -1.15308 -0.69793 0.5 0.1 0.2
C -2.83181 1.99310 -0.00611 0.0 0.1 0.2
C -1.45296 2.05573 0.71342 -0.2 0.1 0.1
C -1.60693 2.94803 1.94424 0.3 0.0 0.0
C -1.03701 0.66609 1.06084 -0.6 -0.6 0.4
C -0.40066 2.44204 -0.30267 -0.4 0.4 0.1
C -0.21670 1.49479 -1.29552 0.9 -0.1 0.3
C 0.74773 1.63587 -2.27957 0.0 0.1 -0.1
C 1.53004 2.78308 -2.27700 -0.1 0.0 -0.2
C 1.34463 3.74724 -1.29329 -0.1 0.0 0.2
C 0.37876 3.57958 -0.29654 0.2 0.2 -0.2
H -3.61066 1.60323 0.65550 0.1 0.0 0.0
H -2.79491 1.39333 -0.91071 -0.1 0.0 0.0
H -3.09533 3.01558 -0.27873 -0.1 0.0 0.0
H -2.30829 2.49007 2.64543 0.0 0.1 0.0
H -2.00698 3.92296 1.66329 0.0 0.0 0.0
H -0.65770 3.10595 2.46311 -0.1 0.0 0.0
H -1.17723 0.35458 2.10228 0.1 0.0 0.1
H -0.91677 0.61519 -1.36194 -0.6 0.2 -0.6
H 0.86873 0.88461 -3.05216 0.1 0.0 0.1
H 2.27292 2.92955 -3.05071 0.0 0.0 0.0
H 1.96003 4.63898 -1.29107 0.0 0.0 0.0
H 0.25790 4.33774 0.46799 0.0 -0.1 0.0
N -0.04412 -2.98218 -2.37827 0.0 0.0 0.1
C -0.10469 -3.54351 -1.13126 -0.1 0.3 0.1
C -0.06455 -4.93167 -0.95692 0.0 -0.1 -0.1
C -0.09195 -5.45693 0.30534 0.0 -0.1 0.1
C -0.15342 -4.60857 1.42040 0.0 -0.2 0.0
C -0.17561 -3.26883 1.19880 0.2 0.1 -0.5
N -0.14527 -2.72548 -0.06526 -0.1 -0.5 1.2
H -0.10225 -3.59943 -3.17241 0.0 0.0 0.0
H -0.44279 -2.06851 -2.52892 0.0 0.0 0.0
H -0.02619 -5.57070 -1.82920 0.0 0.0 0.0
H -0.06813 -6.53152 0.43908 0.0 0.0 0.0
H -0.17155 -4.99439 2.42979 0.0 0.0 0.0
H -0.19349 -2.56915 2.02038 0.0 0.1 0.0
```
Forces are in eV/Å.

HOMO-LUMO gap = 0.282 Ha
Energy relative to the best compared isomer or geometry (same formula, charge and spin) = 25.1 kcal per mole
Net charge = +2
Multiplicity = 1


[3]
Formula: C20H23Br45ClFO7S2
Source: OMol25
Level of theory: ωB97M-V with the def2-TZVPD basis set

The geometry in XYZ format:
```
99
Properties=species:S:1:pos:R:3:forces:R:3
C -0.49135 3.60621 -0.67257 0.1 0.1 -0.5
C 0.49585 4.78172 -0.63030 -0.2 -0.2 0.9
Cl -0.39277 6.32409 -0.30152 0.4 -0.1 -0.1
C 1.53932 4.59577 0.48254 -0.2 -0.1 -0.4
C 2.39419 3.38650 0.09361 0.1 0.2 0.5
O 3.69890 3.76624 -0.43182 -0.3 0.3 -0.2
S 4.69185 4.03254 0.77160 0.8 0.2 -0.2
O 6.01394 3.71696 0.33516 -1.3 0.2 0.6
O 4.38631 5.25045 1.46175 0.3 -0.7 -0.3
O 4.07423 2.84813 1.69727 -0.1 0.0 0.1
C 2.82192 2.42353 1.21432 -0.1 -0.7 0.2
O 1.90286 2.19386 2.21463 0.5 0.1 -0.5
S 3.10134 0.68397 0.50824 -0.2 -1.2 1.2
O 4.39646 0.19861 0.92595 -1.7 0.5 -0.7
O 1.86982 -0.04953 0.67832 1.7 1.0 -0.5
F 3.22813 1.03251 -1.02903 0.1 -0.2 0.2
H -1.47424 3.92254 -0.34311 0.0 -0.1 0.2
H -0.15556 2.77241 -0.05088 -0.1 0.0 0.0
H -0.60807 3.24243 -1.69416 0.0 0.0 0.0
H 0.99187 4.90785 -1.58662 0.0 0.1 0.0
H 2.15942 5.48777 0.55990 -0.1 -0.5 0.1
H 1.01449 4.46279 1.42980 0.1 -0.2 0.0
H 1.86566 2.79849 -0.65204 0.4 0.1 -0.3
H 2.06452 2.81064 2.93498 0.0 0.2 0.2
C 5.15568 -1.92078 -2.09527 0.0 -0.1 -0.1
Br 5.82049 -2.99242 -0.64817 0.0 0.0 0.1
Br 6.30157 -2.02381 -3.63425 0.0 0.0 0.0
Br 3.34901 -2.41878 -2.52523 -0.2 0.1 0.0
H 5.14591 -0.89300 -1.76151 0.0 0.0 0.0
C 6.90217 -6.40340 -2.09517 0.0 0.0 0.0
Br 7.62047 -7.59482 -0.76807 0.0 0.0 0.0
Br 7.98602 -6.37344 -3.68250 0.0 0.0 0.0
Br 5.07028 -6.81171 -2.49784 -0.1 0.0 0.0
H 6.92133 -5.40714 -1.67802 0.0 0.0 0.0
C 0.71424 -3.48722 2.40293 0.0 0.0 0.0
Br -0.42586 -5.03617 2.38117 0.0 0.1 0.0
Br 1.64811 -3.28571 0.73859 0.0 -0.1 -0.1
Br -0.27322 -1.89935 2.86100 0.0 0.0 0.0
H 1.45495 -3.63493 3.17482 0.0 0.0 0.0
C -0.93443 6.44449 -4.56181 0.0 0.0 0.0
Br -1.29650 4.80790 -5.50098 0.0 0.0 0.0
Br -2.33887 6.85773 -3.31437 -0.1 0.0 0.0
Br 0.79770 6.41463 -3.71623 0.0 0.1 -0.2
H -0.90311 7.23478 -5.29723 0.0 0.0 0.0
C 0.50212 -4.14432 -4.54979 0.0 0.0 0.0
Br 0.62434 -6.04808 -4.33313 0.0 0.0 0.0
Br -0.48271 -3.66574 -6.13028 0.0 0.0 0.0
Br -0.22371 -3.30356 -2.97867 0.0 0.1 0.0
H 1.50880 -3.77155 -4.67549 0.0 0.0 0.0
C -4.38234 6.90886 1.15850 0.0 0.0 0.0
Br -5.94432 6.72373 2.26056 0.0 0.0 0.0
Br -3.59853 5.20149 0.75925 -0.2 -0.1 0.1
Br -4.76495 7.90804 -0.44097 0.0 0.0 0.0
H -3.65539 7.47976 1.71904 0.0 0.0 0.0
C -3.69683 1.49131 -4.15644 0.0 -0.1 0.0
Br -2.94911 -0.24472 -3.80802 0.0 0.0 0.0
Br -5.56785 1.39040 -4.57399 0.0 0.0 0.0
Br -3.36820 2.70842 -2.70443 0.0 0.1 0.0
H -3.18991 1.88545 -5.02511 0.0 0.0 0.0
C 1.30295 -10.14352 -5.98530 0.0 0.0 0.0
Br 0.63774 -9.71674 -4.22978 0.0 0.0 0.0
Br 1.89845 -8.57724 -6.92319 0.0 0.0 0.0
Br 2.67450 -11.48672 -5.90702 0.0 0.0 0.0
H 0.47787 -10.55848 -6.54469 0.0 0.0 0.0
C 4.42342 6.80217 4.70929 0.1 0.0 0.0
Br 6.18024 7.18620 4.02846 0.0 0.0 0.0
Br 4.44353 6.47585 6.60294 0.0 0.0 0.0
Br 3.17926 8.18828 4.23706 0.0 0.0 -0.1
H 4.08808 5.89835 4.22762 0.0 -0.1 -0.1
C 4.52368 8.08478 0.53117 0.1 0.0 0.0
Br 4.74976 9.98690 0.66499 0.0 0.0 0.0
Br 2.73957 7.63694 -0.02739 0.0 0.7 -0.2
Br 5.84182 7.28561 -0.61416 0.1 0.1 -0.1
H 4.66372 7.66931 1.51964 0.0 0.0 0.0
C -4.27408 -7.39235 2.05090 0.0 0.0 0.0
Br -5.37850 -8.16209 0.67981 0.0 0.0 0.0
Br -2.41479 -7.77880 1.76196 0.0 -0.1 0.0
Br -4.57819 -5.50468 2.24073 0.0 0.0 0.0
H -4.55479 -7.85232 2.98617 0.0 0.0 0.0
C -6.68071 -1.03673 -0.77043 0.0 0.0 0.0
Br -7.81588 0.19816 -1.70774 -0.1 0.0 0.1
Br -6.47243 -2.68214 -1.74030 0.0 0.0 0.0
Br -4.98087 -0.24152 -0.35269 0.0 0.0 0.0
H -7.16362 -1.27108 0.16637 0.0 0.0 0.0
C -1.50214 10.06577 -1.20504 0.0 -0.2 0.0
Br 0.08463 10.77384 -2.01500 0.1 0.0 0.0
Br -1.22224 9.70697 0.67011 -0.1 0.0 0.0
Br -3.03208 11.18724 -1.50329 0.0 0.0 0.0
H -1.69450 9.11434 -1.68271 -0.1 0.0 0.0
C -3.95075 -9.43788 6.31752 0.0 0.0 0.0
Br -3.04086 -8.99513 7.94875 0.0 0.0 0.0
Br -4.91385 -7.92689 5.61506 0.0 0.1 0.1
Br -2.75518 -10.18479 5.01205 0.0 0.0 0.0
H -4.67967 -10.20145 6.55056 0.0 0.1 0.0
C -7.93686 -11.91212 7.04234 0.0 0.1 0.0
Br -9.08673 -12.61842 5.67839 0.0 0.0 0.0
Br -6.09854 -12.39055 6.72945 0.0 -0.2 0.0
Br -8.12807 -10.00932 7.22609 0.0 0.0 0.0
H -8.22795 -12.36151 7.98014 0.0 0.0 0.0
```
Forces are in eV/Å.

HOMO-LUMO gap = 0.353 Ha
Energy relative to the best compared isomer or geometry (same formula, charge and spin) = 0.0 kcal per mole
Multiplicity = 1


[4]
Formula: C5H11NO2
Source: OMol25
Level of theory: ωB97M-V with the def2-TZVPD basis set

The geometry in XYZ format:
```
19
Properties=species:S:1:pos:R:3:forces:R:3
C -0.31495 -0.61215 1.41196 1.5 -0.2 0.3
C 0.23281 -0.13896 0.10784 2.3 4.1 -1.4
C 0.19575 2.23196 -1.38151 -0.2 -0.4 -0.4
C -0.23727 -0.91014 -1.09314 0.3 0.4 0.1
N 0.12164 1.67567 -0.04008 -1.8 -1.2 0.1
C 0.85786 -1.60159 1.68356 -1.4 0.1 0.9
O -1.58732 -1.19584 1.41515 0.0 0.0 -0.2
O 0.78633 -2.76492 1.38949 0.1 -0.1 -0.2
H -1.51684 -2.07085 1.00840 0.1 0.0 0.1
H -0.81814 1.80588 0.32872 0.2 0.3 0.2
H -0.27824 0.16065 2.18211 -0.1 0.0 -0.1
H 1.21155 0.81535 0.13206 -1.5 -3.3 0.7
H 1.70911 -1.16990 2.23183 0.2 0.1 -0.3
H -0.19254 3.25242 -1.36306 0.2 0.0 0.0
H -0.38312 1.69340 -2.14705 0.0 0.0 0.2
H 1.23820 2.23289 -1.69603 0.0 0.2 -0.1
H 0.03537 -1.96205 -0.96638 0.0 0.0 0.1
H -1.32347 -0.85289 -1.19968 0.0 0.0 -0.1
H 0.26326 -0.58892 -2.00421 -0.1 0.1 -0.1
```
Forces are in eV/Å.

HOMO-LUMO gap = 0.342 Ha
Energy relative to the best compared isomer or geometry (same formula, charge and spin) = 121.4 kcal per mole
Multiplicity = 1


[5]
Formula: C5H11S
Source: OMol25
Level of theory: ωB97M-V with the def2-TZVPD basis set

The geometry in XYZ format:
```
17
Properties=species:S:1:pos:R:3:forces:R:3
C 2.10660 -1.05161 -0.28239 -0.1 0.2 -0.3
C 0.74580 -0.54926 -0.76615 -0.3 -0.6 0.3
C -0.26685 -1.70729 -1.00741 0.6 1.0 0.6
S 0.37800 -2.82079 -2.23989 -0.3 -0.2 -0.1
H 2.03288 -1.52100 0.69805 -0.1 -0.1 0.0
H 2.80200 -0.21590 -0.19993 0.1 0.0 0.0
H 2.52947 -1.77576 -0.98068 0.1 0.0 0.0
H 0.33752 0.08849 0.02022 -0.2 0.2 -0.2
H 0.81461 0.02425 -1.68892 0.2 0.1 0.0
H -1.19808 -1.24761 -1.34507 -0.1 -0.2 -0.3
H -0.47774 -2.17217 -0.04308 0.0 -0.4 -0.1
C -2.12366 1.74052 1.45311 0.4 0.1 -0.1
C -1.10278 2.53511 1.14896 -0.8 0.1 0.2
H -2.92372 1.58042 0.74214 -0.1 0.0 0.1
H -2.19012 1.23251 2.40566 0.0 -0.1 0.0
H -1.14805 3.10471 0.23079 0.3 -0.1 -0.1
H -0.31588 2.75537 1.85457 0.2 -0.1 0.0
```
Forces are in eV/Å.

HOMO-LUMO gap (spin up / spin down) = 0.373 / 0.257 Ha
Energy relative to the best compared isomer or geometry (same formula, charge and spin) = 4.6 kcal per mole
Multiplicity = 2


[6]
Formula: C4H4ClF
Source: OMol25
Level of theory: ωB97M-V with the def2-TZVPD basis set

The geometry in XYZ format:
```
10
Properties=species:S:1:pos:R:3:forces:R:3
C -0.26047 -0.60327 -0.89762 0.2 -0.1 0.1
C 0.10879 0.66762 -0.74430 0.1 -0.2 0.0
C 0.67235 -1.11523 0.17212 -0.4 0.0 0.2
C 1.15627 0.35746 0.27544 -0.3 2.0 3.7
F 1.61489 -2.02277 -0.21683 0.3 -0.2 -0.2
Cl 2.81581 0.65013 -0.22973 0.2 0.0 -0.1
H -0.96581 -1.11744 -1.52090 -0.3 -0.1 -0.1
H -0.19174 1.60237 -1.17733 -0.1 0.2 -0.1
H 0.19564 -1.51815 1.07218 0.1 0.2 -0.1
H 1.03356 0.94191 1.43946 0.3 -1.9 -3.5
```
Forces are in eV/Å.

HOMO-LUMO gap = 0.416 Ha
Energy relative to the best compared isomer or geometry (same formula, charge and spin) = 19.7 kcal per mole
SMILES string = F[C@@H]1C=C[C@@H]1Cl
Multiplicity = 1


Q: Number 5 is which compound?
A: C5H11S


Q: What is the multiplicity in the third record?
A: 1


Q: Look up the energy relative to the best compared isomer or geometry (same formula, charge and spin) of the fifth one.
A: 4.6 kcal per mole